## 1
Computed, not measured: a cluster of 2 separate species, C7H16O in total, with ωB97M-V/def2-TZVPD.

Values from the calculation:
- Molar mass: 116.2 g mol⁻¹
- LUMO level: 0.9 eV
- Orbital gap: 9.8 eV
- HOMO energy: -8.91 eV
- SMILES: C/C=C/CCCC.O

Geometry (Å):
C: -0.75 3.94 1.75
C: -0.97 2.67 1.01
C: -0.27 1.61 1.33
C: -0.22 0.28 0.65
C: 0.74 0.21 -0.63
C: 1.94 -0.61 -0.28
C: 1.96 -2.17 -0.52
H: 0.22 3.85 2.20
H: -1.53 4.01 2.51
H: -0.79 4.80 1.09
H: -1.86 2.73 0.42
H: 0.56 1.69 2.08
H: -1.22 0.02 0.44
H: 0.37 -0.45 1.35
H: 0.08 -0.17 -1.41
H: 0.93 1.20 -1.10
H: 2.17 -0.39 0.77
H: 2.77 -0.18 -0.83
H: 1.99 -2.51 -1.57
H: 2.56 -2.55 0.27
H: 0.94 -2.61 -0.31
O: -3.05 -4.74 -3.08
H: -3.52 -5.28 -2.35
H: -3.05 -5.36 -3.80

---

## 2
Computed, not measured: a cluster of 2 separate species, C7H16O in total, with ωB97M-V/def2-TZVPD.

Values from the calculation:
- Molar mass: 116.2 g mol⁻¹
- LUMO level: 0.8 eV
- Orbital gap: 10.0 eV
- HOMO energy: -9.21 eV
- SMILES: C=C(CC)CCC.O

Geometry (Å):
C: -1.32 0.09 -0.65
C: -0.47 1.10 -0.71
C: -0.88 2.39 -1.42
C: -2.16 3.01 -0.85
C: 0.83 1.21 0.03
C: 1.11 0.15 1.10
C: 1.33 -1.27 0.59
H: -1.20 -0.73 0.05
H: -2.24 0.06 -1.22
H: -1.05 2.08 -2.45
H: -0.04 3.08 -1.36
H: -2.01 4.02 -0.47
H: -2.96 3.02 -1.60
H: -2.64 2.38 -0.09
H: 0.93 2.15 0.53
H: 1.61 1.09 -0.73
H: 0.28 0.07 1.82
H: 1.99 0.44 1.65
H: 1.94 -1.85 1.28
H: 1.93 -1.33 -0.31
H: 0.50 -1.89 0.27
O: 1.19 -5.35 1.47
H: 0.91 -4.63 0.90
H: 2.14 -5.44 1.32

---

How far above the most stable structure does each one sit? In kJ/mol: 1 91.1; 2 0.0.

---

## 1
Computed, not measured: a structure of composition BaH14O7, with ωB97M-V/def2-TZVPD.

Values from the calculation:
- Molar mass: 263.4 g mol⁻¹
- Charge: +2
- LUMO level: -6.4 eV
- Orbital gap: 12.6 eV
- HOMO energy: -18.98 eV

Geometry (Å):
Ba: 0.11 0.24 0.23
O: 1.00 -1.05 2.42
H: 1.44 -0.85 3.26
H: 0.96 -2.02 2.39
O: -2.50 0.93 0.58
H: -3.14 0.97 -0.15
H: -2.62 1.76 1.07
O: -1.48 -1.90 0.40
H: -1.29 -2.67 -0.15
H: -2.41 -2.00 0.65
O: 2.65 1.32 0.56
H: 2.87 2.23 0.83
H: 3.31 0.77 1.00
O: 0.11 2.69 -1.13
H: -0.70 3.14 -1.42
H: 0.83 3.28 -1.41
O: -1.21 0.06 -2.14
H: -2.18 -0.02 -2.12
H: -0.94 -0.49 -2.89
O: 1.41 -1.93 -0.51
H: 2.35 -1.71 -0.40
H: 1.42 -2.72 -1.07

---

## 2
Computed, not measured: a structure of composition BaH14O7, with ωB97M-V/def2-TZVPD.

Values from the calculation:
- Molar mass: 263.4 g mol⁻¹
- Charge: +2
- LUMO level: -6.3 eV
- Orbital gap: 12.7 eV
- HOMO energy: -18.95 eV

Geometry (Å):
Ba: 17.86 17.92 7.93
O: 16.49 16.09 9.34
H: 16.64 15.99 10.29
H: 15.62 15.70 9.16
O: 15.38 19.07 8.76
H: 15.05 18.53 9.49
H: 14.72 19.78 8.67
O: 20.22 17.75 9.22
H: 20.15 17.83 10.18
H: 21.16 17.87 9.03
O: 15.54 16.79 6.47
H: 14.70 17.27 6.55
H: 15.35 16.04 5.90
O: 19.30 17.82 5.54
H: 20.20 17.54 5.33
H: 18.82 17.72 4.70
O: 17.31 20.17 6.58
H: 17.77 20.21 5.73
H: 16.55 20.76 6.49
O: 18.00 19.69 10.20
H: 17.37 20.42 10.07
H: 18.46 19.92 11.02

---

How far above the most stable structure does each one sit? In kJ/mol: 1 20.9; 2 0.0.

---

## 1
Computed, not measured: the molecule C22H24N2O6, with ωB97M-V/def2-TZVPD.

Values from the calculation:
- Molar mass: 412.4 g mol⁻¹
- LUMO level: -0.6 eV
- Orbital gap: 8.0 eV
- HOMO energy: -8.57 eV
- SMILES: CCOc1ccc(/C(O)=C2/C(=O)C(=O)N(CCOCCO)[C@H]2c2ccccn2)cc1

Geometry (Å):
C: 7.37 0.61 1.72
C: 5.94 0.25 1.36
O: 5.54 1.08 0.29
C: 4.30 0.97 -0.21
C: 3.98 1.84 -1.27
C: 2.74 1.81 -1.85
C: 1.75 0.92 -1.40
C: 0.45 0.97 -2.06
O: 0.45 1.64 -3.21
C: -0.76 0.49 -1.59
C: -1.98 0.82 -2.27
O: -2.10 1.40 -3.34
C: -3.12 0.38 -1.37
O: -4.31 0.51 -1.57
N: -2.55 -0.18 -0.28
C: -3.28 -0.71 0.84
C: -2.94 0.01 2.15
O: -3.04 1.41 2.09
C: -4.32 1.97 2.30
C: -5.14 2.24 1.02
O: -5.87 1.10 0.61
C: -1.10 -0.30 -0.36
C: -0.76 -1.77 -0.50
C: -1.24 -2.51 -1.57
C: -0.93 -3.85 -1.65
C: -0.15 -4.41 -0.65
C: 0.29 -3.59 0.38
N: -0.01 -2.31 0.46
C: 2.07 0.05 -0.36
C: 3.33 0.07 0.22
H: 7.71 -0.02 2.54
H: 8.02 0.45 0.86
H: 7.43 1.65 2.02
H: 5.88 -0.81 1.06
H: 5.28 0.41 2.23
H: 4.74 2.53 -1.60
H: 2.51 2.49 -2.65
H: -0.48 1.70 -3.56
H: -3.05 -1.78 0.96
H: -4.35 -0.59 0.61
H: -3.59 -0.39 2.94
H: -1.90 -0.19 2.42
H: -4.13 2.94 2.78
H: -4.92 1.34 2.97
H: -5.86 3.04 1.24
H: -4.47 2.58 0.23
H: -5.57 0.85 -0.28
H: -0.64 0.10 0.55
H: -1.85 -2.04 -2.33
H: -1.29 -4.46 -2.47
H: 0.12 -5.46 -0.66
H: 0.90 -3.97 1.19
H: 1.37 -0.68 0.00
H: 3.53 -0.62 1.02

---

## 2
Computed, not measured: the molecule C22H24N2O6, with ωB97M-V/def2-TZVPD.

Values from the calculation:
- Molar mass: 412.4 g mol⁻¹
- LUMO level: 0.4 eV
- Orbital gap: 9.6 eV
- HOMO energy: -9.26 eV
- SMILES: CCOC(=O)c1ccc(COC(=O)CNC(=O)CNC(=O)Cc2ccccc2)cc1

Geometry (Å):
C: 1.44 3.20 -4.69
C: 2.27 2.02 -4.23
O: 1.39 1.06 -3.63
C: 1.95 0.16 -2.81
O: 3.14 0.12 -2.59
C: 0.96 -0.75 -2.20
C: 1.42 -1.74 -1.34
C: 0.53 -2.56 -0.69
C: -0.84 -2.41 -0.90
C: -1.82 -3.26 -0.13
O: -2.12 -2.66 1.14
C: -3.13 -1.79 1.18
O: -3.82 -1.48 0.25
C: -3.35 -1.28 2.60
N: -2.12 -1.15 3.35
C: -1.86 -0.05 4.09
O: -2.64 0.86 4.25
C: -0.45 -0.06 4.69
N: 0.54 0.22 3.68
C: 0.97 -0.73 2.81
O: 0.63 -1.90 2.90
C: 1.90 -0.20 1.74
C: 1.21 0.78 0.83
C: -0.16 0.71 0.62
C: -0.79 1.61 -0.23
C: -0.05 2.59 -0.87
C: 1.32 2.66 -0.67
C: 1.94 1.76 0.18
C: -1.30 -1.44 -1.78
C: -0.41 -0.60 -2.42
H: 0.94 3.66 -3.84
H: 0.69 2.88 -5.41
H: 2.09 3.94 -5.16
H: 2.78 1.54 -5.08
H: 3.02 2.31 -3.50
H: 2.49 -1.84 -1.20
H: 0.88 -3.32 0.00
H: -1.39 -4.23 0.12
H: -2.75 -3.38 -0.69
H: -3.84 -0.31 2.58
H: -4.02 -1.99 3.09
H: -1.39 -1.84 3.20
H: -0.23 -1.05 5.11
H: -0.39 0.70 5.47
H: 0.72 1.19 3.46
H: 2.26 -1.05 1.15
H: 2.77 0.27 2.21
H: -0.74 -0.05 1.11
H: -1.86 1.54 -0.38
H: -0.54 3.29 -1.53
H: 1.90 3.42 -1.17
H: 3.01 1.82 0.33
H: -2.36 -1.32 -1.93
H: -0.76 0.16 -3.09

---

How far above the most stable structure does each one sit? In kJ/mol: 1 243.9; 2 0.0.

---

## 1
Computed, not measured: a cluster of 2 separate species, C2H3IOS in total, with ωB97M-V/def2-TZVPD.

Values from the calculation:
- Molar mass: 202.0 g mol⁻¹
- LUMO level: -0.6 eV
- Orbital gap: 7.5 eV
- HOMO energy: -8.08 eV
- SMILES: OC=C=S.I

Geometry (Å):
O: 0.70 -1.29 -0.82
C: 0.98 -1.34 0.51
C: 0.53 -0.55 1.45
S: -0.02 0.35 2.60
H: 0.11 -0.54 -1.01
H: 1.67 -2.13 0.75
I: -1.27 2.44 -1.63
H: -2.69 3.07 -1.85

---

## 2
Computed, not measured: a cluster of 2 separate species, C2H3IOS in total, with ωB97M-V/def2-TZVPD.

Values from the calculation:
- Molar mass: 202.0 g mol⁻¹
- LUMO level (alpha / beta): -1.2 / -2.8 eV
- Orbital gap (alpha / beta): 8.2 / 5.1 eV
- HOMO energy (alpha / beta): -9.40 / -7.97 eV

Geometry (Å):
C: -0.84 0.21 0.19
C: 0.52 -0.19 0.01
O: 1.26 -0.26 1.25
S: -1.94 1.00 0.91
I: -1.34 -0.51 -3.24
H: 0.95 0.61 -0.59
H: 0.57 -1.23 -0.34
H: 0.82 0.37 1.81

---

How far above the most stable structure does each one sit? In kJ/mol: 1 0.0; 2 88.5.